# C3H5N3

A cluster of 2 separate species, C3H5N3 in total (ωB97M-V/def2-TZVPD, the Open Molecules 2025 dataset).

Element x y z (Å)
C: 1.564 -0.242 -1.258
C: 0.121 -0.044 -1.384
N: -1.020 0.101 -1.498
N: -2.009 1.234 1.214
N: -1.231 0.319 1.487
C: -0.322 -0.451 1.616
H: 1.900 0.041 -0.256
H: 1.808 -1.293 -1.431
H: 2.081 0.369 -2.001
H: -2.540 1.487 2.050
H: -0.363 -1.522 1.481

Calculated values
HOMO-LUMO gap, hartree: 0.3655
Highest occupied orbital energy, eV: -9.08
Energy, a.u.: -281.4553
Charge: 0
Largest force on an atom, Eh/bohr: 0.021